{
  "formula": "C4H13N3O3PS",
  "method": "ωB97M-V/def2-TZVPD",
  "elements": ["C", "C", "C", "C", "N", "N", "N", "O", "O", "O", "P", "S", "H", "H", "H", "H", "H", "H", "H", "H", "H", "H", "H", "H", "H"],
  "xyz": [[0.85842, -0.47971, 0.05533], [1.37503, 0.50737, -0.98308], [-1.04955, -1.94629, 0.81337], [-0.54174, -0.72913, -0.05412], [3.38085, 3.12880, -0.06951], [0.67303, 1.88758, -0.96162], [-1.23040, 0.50295, 0.12550], [2.31740, 3.02169, 0.93217], [4.43396, 3.30974, 0.42003], [0.04183, 2.39042, 2.18408], [1.35025, 2.82566, 2.63493], [-0.67868, -1.24947, 2.54002], [1.09436, -0.08084, 0.97804], [1.40412, -1.41962, -0.14186], [2.38494, 0.82058, -0.71747], [1.30024, 0.11264, -2.00867], [-2.11848, -2.07921, 0.61469], [-0.57991, -2.91296, 0.77701], [-0.68052, -1.12681, -1.12058], [1.24512, 2.49070, -0.36237], [-0.33007, 1.71999, -0.45214], [0.62973, 2.24787, -1.97137], [-2.04662, 0.49726, -0.42822], [-1.45772, 0.47863, 1.07552], [-0.59597, -2.36819, 3.20213]],
  "atomic_forces_ev_per_a": [[2.72, -0.28, -2.04], [0.01, 1.15, -0.26], [-0.24, 2.35, 1.31], [-1.38, -4.09, -3.10], [2.55, 0.52, 2.42], [-1.15, -0.64, -1.53], [-0.21, 0.16, -0.56], [-1.53, -0.34, 1.25], [-2.17, -0.37, -1.50], [0.36, 0.09, 0.16], [1.14, 0.26, -2.08], [-0.66, 0.06, -0.74], [0.71, 0.45, 2.18], [0.09, 0.42, 0.45], [0.23, -0.73, -0.46], [0.17, 0.19, 0.43], [0.12, 0.09, 0.41], [0.64, -0.02, -0.65], [-0.20, 0.79, 1.03], [-0.08, 0.37, 0.03], [1.45, -0.22, -0.95], [-0.10, -0.41, 2.15], [-1.44, 0.11, -0.33], [-0.99, 0.98, 1.87], [-0.06, -0.90, 0.50]],
  "charge": 1,
  "e_tot_ha": -1289.37986
}